Entry 1:
C26H53CuO25V as an isolated structure in a non-equilibrium geometry. Source: the OMol25 dataset; level of theory: ωB97M-V with the def2-TZVPD basis set.

Computed properties:
**Kohn-Sham gap (alpha / beta)**: 6.2 / 6.2 eV
**Energy above the lowest of the compared OMol25 structures with the same formula, charge and spin**: 3.957 eV
**HOMO level (alpha / beta)**: -13.8 / -13.8 eV
**2S+1**: 4
**Charge**: +2

Geometry as XYZ:
```
106
Properties=species:S:1:pos:R:3:lowdin_charge:R:1
V 0.138 1.118 -3.788 1.169
Cu 1.630 -1.988 -3.421 0.650
C 1.899 -0.214 0.134 -0.041
C 0.573 -0.522 -0.704 -0.370
O 0.728 -0.232 -2.047 -0.385
H 2.405 0.674 -0.242 0.056
H 2.626 -1.012 -0.017 0.048
H 1.787 -0.217 1.219 0.071
H -0.235 0.155 -0.430 0.087
H 0.193 -1.526 -0.515 0.091
C -2.537 -2.347 1.255 -0.023
O -3.158 -1.038 1.189 -0.040
C -4.348 -0.914 1.809 -0.541
O -5.110 -1.866 2.079 0.104
O -4.684 0.394 1.836 -0.023
C -5.909 0.728 2.481 -0.030
H -1.478 -2.307 1.003 0.079
H -3.005 -3.082 0.601 0.079
H -2.585 -2.663 2.297 0.111
H -5.789 0.630 3.560 0.085
H -6.652 0.025 2.103 0.101
H -6.214 1.771 2.395 0.104
C 5.142 0.078 1.328 -0.069
O 5.208 0.832 2.501 -0.021
C 5.872 0.333 3.572 -0.518
O 6.333 -0.812 3.640 0.102
O 5.682 1.250 4.579 -0.016
C 5.907 0.920 5.942 -0.048
H 6.154 0.000 0.932 0.107
H 4.446 0.589 0.663 0.070
H 4.750 -0.932 1.447 0.064
H 6.729 0.235 6.150 0.098
H 5.040 0.415 6.369 0.088
H 5.996 1.842 6.515 0.096
C 4.403 0.911 -3.214 -0.029
O 4.243 2.249 -2.821 0.071
C 3.141 2.919 -3.001 -0.578
O 2.088 2.479 -3.476 0.022
O 3.345 4.156 -2.678 0.073
C 2.303 5.135 -2.672 0.006
H 4.543 0.693 -4.273 0.109
H 3.574 0.278 -2.899 0.060
H 5.209 0.435 -2.655 0.113
H 2.124 5.556 -3.661 0.111
H 2.757 6.004 -2.197 0.111
H 1.370 4.998 -2.125 0.087
C -2.704 4.253 -3.763 -0.028
O -2.077 4.513 -2.543 0.029
C -1.139 3.666 -2.012 -0.449
O -0.679 2.699 -2.576 0.014
O -0.695 4.126 -0.780 0.012
C 0.173 3.276 -0.009 -0.006
H -3.712 4.667 -3.785 0.116
H -2.618 3.208 -4.060 0.078
H -2.170 4.869 -4.487 0.107
H 0.452 3.794 0.908 0.115
H 1.110 3.067 -0.524 0.088
H -0.370 2.372 0.266 0.085
C -0.945 -4.290 -6.233 0.014
O -1.727 -4.404 -5.029 0.028
C -1.295 -3.992 -3.837 -0.494
O -0.392 -3.172 -3.666 0.043
O -2.047 -4.531 -2.822 0.038
C -1.630 -4.359 -1.508 -0.062
H 0.123 -4.342 -6.020 0.099
H -1.060 -3.246 -6.524 0.072
H -1.343 -4.928 -7.022 0.118
H -2.075 -5.021 -0.765 0.117
H -1.915 -3.343 -1.232 0.050
H -0.566 -4.464 -1.298 0.107
C 3.383 -3.010 2.450 -0.080
O 2.337 -2.712 3.303 0.002
C 2.252 -1.542 3.986 -0.553
O 3.079 -0.698 3.921 0.168
O 1.076 -1.511 4.667 0.013
C 0.841 -0.395 5.488 -0.057
H 4.385 -2.764 2.803 0.097
H 3.240 -2.643 1.434 0.068
H 3.455 -4.096 2.390 0.101
H 0.928 0.540 4.934 0.091
H 1.481 -0.317 6.366 0.104
H -0.161 -0.487 5.907 0.092
C -2.885 -0.874 -2.224 -0.027
O -3.183 -1.100 -3.542 0.057
C -2.695 -0.325 -4.481 -0.538
O -2.029 0.690 -4.303 0.015
O -2.962 -0.917 -5.644 0.040
C -2.295 -0.460 -6.834 -0.003
H -1.818 -1.094 -2.194 0.084
H -3.359 -1.668 -1.646 0.107
H -3.203 0.074 -1.792 0.125
H -2.859 -0.936 -7.636 0.116
H -1.274 -0.821 -6.959 0.086
H -2.276 0.630 -6.853 0.101
C -1.128 1.060 2.880 -0.043
O -1.656 0.226 3.925 -0.027
C -2.776 0.664 4.525 -0.515
O -3.468 1.639 4.262 0.115
O -3.079 -0.317 5.478 -0.042
C -4.200 -0.243 6.396 -0.024
H -1.947 1.281 2.195 0.085
H -0.397 0.514 2.283 0.075
H -0.615 1.961 3.217 0.103
H -4.768 -1.163 6.254 0.091
H -4.937 0.532 6.187 0.091
H -3.819 -0.266 7.417 0.096
```

=====

Entry 2:
C26H53O13PS as an isolated structure in a non-equilibrium geometry. Source: the OMol25 dataset; level of theory: ωB97M-V with the def2-TZVPD basis set.

Computed properties:
**Kohn-Sham gap**: 9.1 eV
**HOMO level**: -9.1 eV

Geometry as XYZ:
```
94
Properties=species:S:1:pos:R:3:lowdin_charge:R:1
C 4.464 -5.413 1.977 -0.022
C 3.813 -4.051 1.764 -0.213
C 4.218 -2.943 2.512 -0.051
C 3.637 -1.712 2.360 -0.085
C 2.626 -1.512 1.427 -0.077
C 2.212 -2.592 0.681 -0.058
C 2.791 -3.849 0.845 -0.176
C 2.193 -4.967 -0.029 -0.125
O 0.743 -4.799 -0.031 -0.242
P 0.063 -5.282 1.332 0.306
O 0.574 -6.563 1.798 -0.221
O 0.198 -4.198 2.517 -0.110
O -1.544 -5.345 0.996 -0.579
S -2.032 -3.848 0.318 0.811
H 4.113 -6.159 1.261 0.064
H 5.556 -5.333 1.947 0.084
H 4.148 -5.748 2.977 0.095
H 4.997 -3.078 3.265 0.118
H 3.950 -0.868 2.973 0.106
H 2.144 -0.552 1.250 0.103
H 1.408 -2.462 -0.045 0.116
H 2.479 -5.965 0.307 0.098
H 2.495 -4.834 -1.075 0.136
H -0.679 -3.959 2.853 0.080
H -1.416 -2.843 0.999 -0.118
C -2.026 -0.106 -5.428 -0.108
O -2.446 -1.452 -5.391 -0.201
C -2.299 -2.148 -6.616 -0.194
C -1.698 -3.525 -6.397 -0.179
O -0.344 -3.527 -5.961 -0.118
C -0.068 -3.067 -4.643 -0.176
C -0.620 -3.920 -3.515 -0.194
O -2.033 -3.809 -3.421 -0.209
C -2.674 -5.039 -3.159 -0.117
H -2.816 0.519 -5.858 0.088
H -1.837 0.220 -4.405 0.079
H -1.101 0.018 -6.000 0.090
H -1.672 -1.590 -7.319 0.123
H -3.295 -2.263 -7.061 0.127
H -1.691 -4.033 -7.366 0.128
H -2.322 -4.133 -5.742 0.112
H -0.365 -2.025 -4.527 0.110
H 1.022 -3.087 -4.558 0.128
H -0.193 -3.571 -2.567 0.111
H -0.320 -4.962 -3.672 0.128
H -2.256 -5.847 -3.769 0.090
H -3.729 -4.934 -3.413 0.092
H -2.586 -5.290 -2.098 0.052
C -2.454 1.255 -0.478 -0.110
O -2.230 2.643 -0.608 -0.197
C -0.994 2.965 -1.227 -0.193
C -1.159 4.054 -2.273 -0.179
O -1.892 3.671 -3.427 -0.123
C -3.292 3.447 -3.309 -0.181
C -4.127 4.671 -2.984 -0.195
O -3.932 5.093 -1.644 -0.200
C -3.847 6.494 -1.490 -0.114
H -1.922 0.869 0.400 0.079
H -3.523 1.094 -0.341 0.091
H -2.140 0.707 -1.372 0.082
H -0.541 2.086 -1.698 0.122
H -0.314 3.325 -0.445 0.122
H -0.158 4.300 -2.637 0.128
H -1.557 4.972 -1.840 0.113
H -3.497 2.633 -2.613 0.113
H -3.605 3.094 -4.295 0.124
H -5.187 4.416 -3.102 0.128
H -3.879 5.472 -3.689 0.125
H -3.215 6.945 -2.262 0.086
H -3.396 6.697 -0.519 0.088
H -4.845 6.945 -1.521 0.088
C -0.221 2.390 3.632 -0.108
O 1.142 2.498 3.986 -0.201
C 1.844 3.506 3.279 -0.196
C 2.729 4.334 4.194 -0.180
O 2.041 5.163 5.120 -0.119
C 1.341 4.546 6.193 -0.179
C 2.207 3.829 7.213 -0.196
O 2.751 2.630 6.684 -0.201
C 4.097 2.404 7.044 -0.114
H -0.319 1.803 2.711 0.079
H -0.742 1.875 4.438 0.089
H -0.688 3.371 3.498 0.090
H 1.154 4.173 2.751 0.121
H 2.480 3.009 2.536 0.125
H 3.292 5.022 3.558 0.128
H 3.470 3.715 4.700 0.112
H 0.550 3.894 5.821 0.113
H 0.843 5.368 6.715 0.128
H 1.586 3.561 8.076 0.127
H 3.000 4.506 7.548 0.124
H 4.696 3.316 6.953 0.086
H 4.505 1.660 6.360 0.087
H 4.162 2.020 8.068 0.088
```

=====

Entry 3:
C26H54AlN2O32S as an isolated structure in a non-equilibrium geometry. Source: the OMol25 dataset; level of theory: ωB97M-V with the def2-TZVPD basis set.

Computed properties:
**Kohn-Sham gap**: 2.2 eV
**Energy above the lowest of the compared OMol25 structures with the same formula, charge and spin**: 4.400 eV
**HOMO level**: -11.7 eV
**Charge**: +1

Geometry as XYZ:
```
116
Properties=species:S:1:pos:R:3:lowdin_charge:R:1
Al -2.739 -2.181 -0.144 1.371
S 0.265 -0.832 -0.226 0.154
O 1.629 -0.443 -0.452 -0.239
O -0.640 0.261 0.002 -0.159
O -0.304 -1.570 -1.313 -0.194
O 0.067 -1.823 0.850 -0.137
C 0.890 5.188 -0.450 -0.064
O 1.133 4.168 -1.366 -0.068
C 2.064 4.327 -2.404 -0.518
O 2.745 5.285 -2.641 0.173
O 2.138 3.189 -3.145 -0.005
C 1.111 2.129 -2.925 -0.013
H 0.579 6.112 -0.937 0.110
H 1.802 5.310 0.135 0.100
H 0.153 4.925 0.308 0.080
H 0.084 2.394 -3.177 0.088
H 1.199 1.744 -1.909 0.068
H 1.352 1.351 -3.649 0.062
C 1.725 2.429 2.390 -0.045
O 2.378 3.655 2.227 0.018
C 2.854 4.431 3.155 -0.589
O 3.555 5.422 2.909 0.119
O 2.411 4.034 4.335 0.001
C 2.721 4.664 5.555 -0.047
H 0.674 2.695 2.500 0.100
H 2.004 1.930 3.318 0.087
H 1.870 1.561 1.747 0.080
H 3.071 5.688 5.424 0.098
H 3.630 4.323 6.051 0.092
H 2.058 4.545 6.411 0.097
C 5.654 3.356 -4.132 -0.013
O 5.323 2.793 -2.852 -0.017
C 5.539 3.448 -1.751 -0.639
O 6.183 4.462 -1.702 0.148
O 5.158 2.771 -0.657 0.020
C 4.376 1.568 -0.679 -0.036
H 6.725 3.558 -4.122 0.097
H 5.254 4.361 -4.267 0.097
H 5.365 2.743 -4.986 0.095
H 3.337 1.750 -0.955 0.073
H 4.302 1.149 0.324 0.075
H 4.887 0.794 -1.252 0.098
C -6.410 -0.635 -3.486 0.010
O -5.170 -0.416 -4.210 0.047
C -4.007 -0.673 -3.660 -0.652
O -3.888 -1.270 -2.591 -0.017
O -3.026 -0.215 -4.312 0.073
C -1.632 -0.501 -3.870 0.049
H -6.338 -0.420 -2.419 0.054
H -6.631 -1.701 -3.423 0.103
H -7.169 0.010 -3.928 0.110
H -1.362 0.353 -3.249 0.084
H -0.990 -0.624 -4.743 0.105
H -1.566 -1.381 -3.230 0.067
C -0.294 -0.374 3.913 -0.009
O -1.505 0.326 4.093 0.024
C -2.510 0.173 3.234 -0.587
O -2.632 -0.675 2.400 0.063
O -3.377 1.120 3.607 0.018
C -4.696 1.161 3.046 -0.007
H -0.078 -0.413 2.845 0.072
H -0.409 -1.418 4.205 0.094
H 0.484 0.118 4.496 0.113
H -5.299 1.798 3.693 0.109
H -5.143 0.167 3.069 0.096
H -4.685 1.435 1.991 0.076
C 1.241 -4.360 -1.392 0.006
O 0.536 -5.636 -1.573 -0.010
C -0.815 -5.594 -1.571 -0.523
O -1.426 -4.489 -1.500 -0.003
O -1.329 -6.790 -1.478 0.029
C -0.557 -7.955 -1.628 -0.020
H 0.995 -3.616 -2.150 0.079
H 2.287 -4.560 -1.625 0.104
H 1.076 -4.070 -0.354 0.081
H -1.286 -8.651 -1.214 0.103
H 0.329 -8.021 -0.996 0.112
H -0.587 -8.228 -2.682 0.115
C -6.582 1.507 -0.495 -0.037
O -5.559 2.468 -0.724 0.008
C -4.276 2.038 -0.691 -0.501
O -3.937 0.854 -0.687 0.048
O -3.473 3.125 -0.400 -0.003
C -2.049 3.068 -0.458 -0.023
H -7.491 1.703 -1.063 0.105
H -6.770 1.591 0.575 0.098
H -6.314 0.488 -0.777 0.064
H -1.790 2.337 -1.224 0.082
H -1.723 2.698 0.514 0.088
H -1.536 4.027 -0.514 0.079
C -3.542 -2.996 5.073 0.008
O -2.275 -3.614 4.832 0.054
C -1.712 -3.657 3.696 -0.576
O -2.130 -3.241 2.636 0.033
O -0.452 -4.282 3.847 -0.008
C 0.342 -4.527 2.720 -0.082
H -3.392 -2.001 5.492 0.105
H -3.974 -3.477 5.951 0.100
H -4.270 -3.160 4.279 0.107
H -0.310 -5.026 2.004 0.090
H 1.126 -5.262 2.900 0.106
H 0.805 -3.664 2.241 0.045
C 3.753 -1.921 1.179 0.016
N 3.394 -1.554 2.512 -0.384
O 3.971 -0.567 3.005 0.076
O 2.459 -2.195 3.077 0.030
H 4.645 -2.532 1.317 0.123
H 3.924 -1.144 0.433 0.085
H 2.985 -2.601 0.810 0.084
C 2.476 -0.959 -3.689 0.023
N 3.239 -2.176 -4.028 -0.472
O 4.418 -2.150 -3.894 0.110
O 2.603 -3.074 -4.474 0.083
H 2.005 -0.971 -2.706 0.064
H 1.645 -0.757 -4.365 0.087
H 3.050 -0.035 -3.759 0.098
```

=====

Entry 4:
A 5-piece molecular cluster, C26H55BrFN2O21P4Si overall in a non-equilibrium geometry. Source: the OMol25 dataset; level of theory: ωB97M-V with the def2-TZVPD basis set.

Computed properties:
**Kohn-Sham gap**: 8.8 eV
**HOMO level**: -11.8 eV
**Charge**: +1

Geometry as XYZ:
```
111
Properties=species:S:1:pos:R:3:lowdin_charge:R:1
C 0.597 -2.696 -0.838 0.168
C -0.113 -2.081 -0.101 -0.113
C -0.987 -1.070 0.494 -0.109
N -0.476 0.326 0.240 0.015
C 0.115 0.659 -1.096 -0.712
Br -0.752 0.039 -2.674 0.951
O 1.462 0.450 -0.960 -0.037
C 1.934 0.990 0.294 -0.316
C 2.380 2.407 -0.095 0.029
C 3.470 2.321 -1.186 -0.423
O 3.149 2.375 -2.334 0.183
O 4.783 2.160 -0.850 0.089
C 5.416 1.110 -1.535 -0.439
C 4.772 -0.268 -1.598 0.044
O 6.477 1.275 -2.039 0.179
O 2.851 0.139 0.930 0.115
C 3.734 0.825 1.607 -0.258
N 4.444 1.640 1.974 0.281
C 0.558 0.884 1.154 -0.307
F 0.849 0.001 2.170 0.043
Si -0.012 2.439 2.173 0.630
C -1.327 1.794 3.378 -0.147
C -0.723 3.832 1.118 -0.147
C 1.380 3.146 3.216 -0.142
H 1.194 -3.169 -1.583 0.063
H -1.977 -1.116 0.037 0.126
H -1.114 -1.297 1.552 0.126
H -1.311 0.907 0.350 0.177
H -0.039 1.745 -1.154 0.097
H 1.568 2.945 -0.581 0.132
H 2.692 3.020 0.757 0.103
H 4.725 -0.656 -0.577 0.086
H 5.418 -0.943 -2.147 0.100
H 3.774 -0.224 -2.032 0.084
H -1.078 2.051 4.408 0.043
H -2.322 2.191 3.163 0.035
H -1.394 0.700 3.356 0.024
H -1.772 4.013 1.365 0.038
H -0.189 4.766 1.314 0.050
H -0.675 3.680 0.033 0.022
H 2.121 2.391 3.502 0.038
H 1.922 3.891 2.626 -0.002
H 0.984 3.578 4.136 0.053
C -0.165 -8.618 4.725 -0.095
O -0.436 -7.704 3.639 -0.221
P -0.556 -6.079 3.999 0.617
O -1.156 -5.604 2.721 -0.254
O 1.067 -5.932 4.062 -0.286
C 1.828 -6.181 2.883 -0.097
O -0.730 -4.779 4.993 -0.253
C -0.163 -3.553 4.565 -0.108
H 0.001 -9.603 4.300 0.092
H 0.729 -8.313 5.274 0.087
H -1.017 -8.663 5.403 0.086
H 1.220 -6.089 1.982 0.084
H 2.264 -7.180 2.927 0.088
H 2.633 -5.449 2.846 0.088
H -0.555 -3.259 3.591 0.066
H 0.924 -3.613 4.533 0.089
H -0.448 -2.800 5.300 0.095
C -2.869 2.774 -8.025 -0.106
O -2.373 1.519 -8.533 -0.222
P -2.211 0.250 -7.456 0.577
O -1.394 -0.668 -8.288 -0.250
O -3.801 -0.092 -7.495 -0.286
C -4.381 -0.525 -8.727 -0.092
O -2.054 -0.397 -5.947 -0.307
C -2.417 -1.765 -5.781 -0.108
H -3.026 3.439 -8.870 0.091
H -3.819 2.634 -7.504 0.085
H -2.140 3.224 -7.350 0.081
H -3.630 -0.924 -9.408 0.089
H -4.901 0.306 -9.203 0.086
H -5.104 -1.306 -8.497 0.090
H -1.850 -2.403 -6.456 0.093
H -3.486 -1.907 -5.931 0.090
H -2.173 -2.038 -4.754 0.069
C 4.033 7.856 -0.942 -0.094
O 3.493 7.216 0.238 -0.225
P 4.299 5.885 0.834 0.578
O 3.246 5.381 1.770 -0.278
O 5.441 6.792 1.541 -0.269
C 5.068 7.687 2.591 -0.088
O 5.292 4.602 0.693 -0.263
C 5.895 4.079 1.886 -0.113
H 3.466 8.766 -1.119 0.091
H 5.083 8.117 -0.794 0.089
H 3.934 7.201 -1.807 0.084
H 4.121 7.402 3.048 0.086
H 4.995 8.703 2.203 0.088
H 5.852 7.655 3.346 0.092
H 5.149 3.809 2.624 0.061
H 6.608 4.788 2.304 0.091
H 6.434 3.184 1.593 0.081
C -7.243 -1.629 0.250 -0.108
O -6.708 -2.907 -0.151 -0.225
P -5.145 -3.281 0.318 0.574
O -4.910 -4.459 -0.556 -0.248
O -5.607 -3.679 1.825 -0.282
C -6.484 -4.791 2.005 -0.091
O -3.625 -2.901 0.826 -0.292
C -2.857 -3.923 1.484 -0.115
H -8.293 -1.603 -0.028 0.091
H -7.160 -1.496 1.331 0.085
H -6.720 -0.821 -0.263 0.079
H -6.457 -5.468 1.151 0.089
H -7.504 -4.437 2.159 0.086
H -6.160 -5.328 2.895 0.090
H -2.745 -4.804 0.861 0.094
H -3.301 -4.192 2.438 0.087
H -1.870 -3.510 1.673 0.045
```